(1)
{
  "formula": "C43H30F3OPSTl",
  "method": "ωB97M-V/def2-TZVPD",
  "total_charge": 1,
  "molar_mass_g_mol": 887.1,
  "e_tot_ev": -80087.5203,
  "spin_multiplicity": 1,
  "lumo_ev": -2.83,
  "e_above_lowest_kj_mol": 42.9,
  "species": ["Tl", "C", "C", "C", "C", "C", "C", "P", "C", "C", "C", "C", "C", "C", "C", "C", "C", "C", "C", "C", "C", "C", "C", "C", "H", "H", "H", "H", "H", "H", "H", "H", "H", "H", "H", "H", "H", "H", "H", "H", "O", "S", "C", "C", "C", "C", "C", "C", "C", "C", "C", "C", "C", "C", "H", "H", "H", "H", "H", "H", "H", "H", "H", "H", "F", "C", "F", "F", "C", "C", "C", "C", "C", "C", "C", "C", "H", "H", "H", "H"],
  "coordinates": [[-1.38977, 0.36509, 0.61051], [5.57247, 1.63274, 0.63751], [4.61966, 2.22187, 1.45433], [3.27331, 2.02314, 1.20716], [2.87738, 1.24211, 0.12653], [3.83341, 0.65667, -0.69568], [5.17864, 0.85465, -0.43860], [1.09127, 1.01833, -0.14038], [0.99377, -0.28928, -1.40850], [0.32194, -0.15667, -2.61713], [0.20922, -1.25082, -3.45956], [0.75617, -2.47116, -3.10391], [1.41081, -2.61099, -1.88866], [1.51306, -1.53094, -1.03689], [0.56671, 2.54850, -0.99295], [1.51012, 3.27104, -1.69046], [1.17383, 4.45688, -2.35212], [-0.11177, 4.92044, -2.31894], [-1.11238, 4.22841, -1.60429], [-2.44177, 4.70441, -1.57017], [-3.40423, 4.05507, -0.85183], [-3.07918, 2.89079, -0.13609], [-1.80784, 2.37943, -0.17885], [-0.78020, 3.02499, -0.91076], [6.62413, 1.77737, 0.83700], [4.92622, 2.83792, 2.28606], [2.52535, 2.47776, 1.84178], [3.52517, 0.05580, -1.53654], [5.91709, 0.40094, -1.08274], [-0.11262, 0.79144, -2.89674], [-0.31026, -1.14775, -4.39932], [0.66387, -3.31644, -3.76742], [1.82928, -3.56257, -1.60087], [2.00689, -1.61947, -0.07823], [2.53017, 2.91779, -1.73431], [1.93751, 4.99400, -2.89341], [-0.38082, 5.82628, -2.84272], [-2.68794, 5.59959, -2.12207], [-4.41712, 4.42395, -0.81786], [-3.84967, 2.40713, 0.45046], [-1.65518, 0.34908, 2.95074], [-0.78045, 0.08362, 4.14523], [0.43910, -1.09872, 3.48799], [-0.05612, -1.98148, 2.53950], [0.76408, -2.97227, 2.02547], [2.06201, -3.09629, 2.48758], [2.54111, -2.22990, 3.45845], [1.73217, -1.22303, 3.96473], [0.28863, 1.54063, 4.28406], [1.02609, 1.73516, 5.44141], [1.77280, 2.89473, 5.57720], [1.76815, 3.84785, 4.57160], [1.01625, 3.64960, 3.42573], [0.26990, 2.49145, 3.28269], [-1.09795, -1.94062, 2.25805], [0.37040, -3.66252, 1.29686], [2.69681, -3.88065, 2.10465], [3.54597, -2.34431, 3.83280], [2.11074, -0.56028, 4.72705], [1.00458, 1.00110, 6.23177], [2.34201, 3.06006, 6.47757], [2.34269, 4.75390, 4.68472], [0.99084, 4.40016, 2.65124], [-0.34287, 2.34095, 2.40410], [-5.01466, -7.35662, -3.84444], [-5.29901, -6.09842, -4.19889], [-6.63542, -5.97135, -4.14640], [-4.95780, -5.97466, -5.49431], [-4.60601, -5.07610, -3.34159], [-4.82430, -3.72900, -3.60861], [-4.20241, -2.77057, -2.83368], [-3.36096, -3.16052, -1.79028], [-3.15144, -4.51411, -1.52944], [-3.77303, -5.47210, -2.30429], [-2.71816, -2.18748, -0.98271], [-2.13707, -1.40959, -0.25966], [-5.48010, -3.44108, -4.41619], [-4.36946, -1.72186, -3.02592], [-2.50697, -4.80302, -0.71404], [-3.61681, -6.52018, -2.10413]],
  "lowdin_charge": [0.99, -0.06, -0.06, -0.08, -0.36, -0.08, -0.06, 1.06, -0.41, -0.07, -0.06, -0.06, -0.06, -0.13, -0.30, -0.06, -0.05, -0.01, -0.15, -0.02, -0.06, -0.11, -0.22, -0.21, 0.11, 0.11, 0.08, 0.11, 0.11, 0.11, 0.11, 0.11, 0.11, 0.10, 0.11, 0.11, 0.12, 0.12, 0.11, 0.10, -0.61, 1.11, -0.35, -0.12, -0.07, -0.06, -0.05, -0.06, -0.36, -0.09, -0.05, -0.06, -0.07, -0.09, 0.08, 0.12, 0.11, 0.11, 0.10, 0.12, 0.11, 0.11, 0.12, 0.07, 0.14, -0.59, 0.15, 0.15, -0.11, 0.00, 0.00, -0.25, -0.01, 0.01, -0.11, -0.11, 0.13, 0.12, 0.12, 0.12]
}

(2)
{
  "formula": "C43H31F6IrP2SeSi",
  "method": "ωB97M-V/def2-TZVPD",
  "molar_mass_g_mol": 1022.9,
  "e_tot_ev": -156040.2332,
  "spin_multiplicity": 1,
  "lumo_ev": -1.58,
  "e_above_lowest_kj_mol": 247.3,
  "species": ["Ir", "C", "Si", "C", "C", "C", "C", "C", "C", "P", "C", "C", "C", "C", "C", "C", "C", "C", "C", "C", "C", "C", "C", "C", "C", "C", "C", "C", "P", "C", "C", "C", "C", "C", "C", "C", "C", "C", "C", "C", "C", "H", "H", "H", "H", "H", "H", "H", "H", "H", "H", "H", "H", "H", "H", "H", "H", "H", "H", "H", "H", "H", "H", "H", "H", "H", "H", "H", "H", "H", "H", "H", "F", "C", "C", "F", "C", "F", "C", "Se", "C", "F", "C", "F", "F"],
  "coordinates": [[-0.33184, 0.56418, 1.61337], [-0.36014, 4.38188, 2.44237], [-0.21064, 2.93178, 1.17947], [-1.65284, 3.24018, -0.07233], [-1.90504, 4.51898, -0.55123], [-3.05074, 4.81148, -1.26933], [-3.98594, 3.81578, -1.50743], [-3.73374, 2.52208, -1.08743], [-2.56594, 2.22788, -0.39033], [-2.20984, 0.49248, 0.09117], [-1.78864, -0.32572, -1.46443], [-1.17344, 0.37818, -2.49823], [-0.69174, -0.30522, -3.59753], [-0.82254, -1.68162, -3.68073], [-1.43974, -2.38562, -2.65553], [-1.91474, -1.71442, -1.54753], [-3.84384, -0.14702, 0.55987], [-4.15774, -0.04562, 1.91277], [-5.40564, -0.42322, 2.36857], [-6.34294, -0.91632, 1.47457], [-6.02654, -1.04562, 0.13117], [-4.77984, -0.66442, -0.33233], [1.48106, 3.19498, 0.28307], [1.93476, 4.45938, -0.07353], [3.21106, 4.65798, -0.57193], [4.07866, 3.58488, -0.70043], [3.64046, 2.31378, -0.38313], [2.34486, 2.11548, 0.08507], [1.80406, 0.39458, 0.42247], [2.24366, -0.43112, -1.13543], [2.32016, 0.25328, -2.34733], [2.68406, -0.42292, -3.49733], [2.96226, -1.78022, -3.45383], [2.83006, -2.47812, -2.26143], [2.45166, -1.81062, -1.11383], [3.10416, -0.14672, 1.57317], [4.34966, -0.63672, 1.19237], [5.30286, -0.90202, 2.15907], [5.01686, -0.69692, 3.49947], [3.76706, -0.23832, 3.88427], [2.81666, 0.03718, 2.92277], [-0.40234, 5.33748, 1.93277], [0.49016, 4.39628, 3.11607], [-1.26624, 4.28198, 3.03077], [-1.18874, 5.30088, -0.34673], [-3.21364, 5.81328, -1.64103], [-4.90094, 4.04548, -2.03413], [-4.44694, 1.73668, -1.30143], [-1.08394, 1.45518, -2.44683], [-0.21914, 0.24308, -4.39783], [-0.47024, -2.20632, -4.55443], [-1.56204, -3.45712, -2.72493], [-2.40474, -2.25532, -0.74753], [-3.40374, 0.32088, 2.59817], [-5.64834, -0.33542, 3.41747], [-7.32174, -1.20712, 1.82487], [-6.75794, -1.44102, -0.55963], [-4.53624, -0.77472, -1.37983], [1.27296, 5.30508, 0.04027], [3.53136, 5.64818, -0.86343], [5.08636, 3.73468, -1.06063], [4.30056, 1.46568, -0.50733], [2.13456, 1.31788, -2.38443], [2.76826, 0.11608, -4.43083], [3.28776, -2.29882, -4.34223], [3.03716, -3.53812, -2.22263], [2.35946, -2.33812, -0.17543], [4.57766, -0.81542, 0.15117], [6.27746, -1.26322, 1.86317], [5.76896, -0.89742, 4.24647], [3.53046, -0.09402, 4.92757], [1.83196, 0.39408, 3.20807], [0.02736, -7.38032, -0.37933], [-0.01164, -6.22832, 0.30377], [1.16836, -5.60642, 0.71157], [2.35506, -6.16322, 0.42287], [1.10396, -4.41872, 1.41857], [2.24406, -3.82692, 1.81767], [-0.10854, -3.81102, 1.74657], [-0.20614, -2.23492, 2.75727], [-1.26954, -4.45212, 1.31327], [-2.45234, -3.88302, 1.59977], [-1.23834, -5.63882, 0.60697], [-2.37734, -6.22682, 0.21277], [-0.61334, 0.18228, 3.63047]],
  "lowdin_charge": [0.70, -0.19, 0.56, -0.29, -0.10, -0.07, -0.07, -0.07, -0.37, 0.97, -0.35, -0.08, -0.09, -0.07, -0.06, -0.09, -0.34, -0.08, -0.06, -0.07, -0.07, -0.09, -0.28, -0.10, -0.07, -0.07, -0.09, -0.37, 0.98, -0.34, -0.09, -0.09, -0.07, -0.06, -0.08, -0.34, -0.09, -0.07, -0.07, -0.06, -0.11, 0.01, 0.02, 0.02, 0.09, 0.11, 0.11, 0.10, 0.11, 0.11, 0.11, 0.11, 0.10, 0.10, 0.11, 0.11, 0.11, 0.11, 0.09, 0.10, 0.11, 0.10, 0.11, 0.11, 0.10, 0.11, 0.10, 0.10, 0.11, 0.10, 0.11, 0.06, 0.11, -0.14, -0.15, 0.10, -0.27, 0.05, -0.56, 0.72, -0.27, 0.05, -0.15, 0.11, -0.71]
}

no.,Kohn-Sham gap (eV)
1,8.1
2,5.3